Entry 1:
ORCA calculation (wB97M-V/def2-TZVPD) on a molecular structure, C45H129N7O20.

Results
* lowest unoccupied orbital energy: -0.052 eV
* frontier orbital gap: 8.12 eV

```
! wB97M-V def2-TZVPD RIJCOSX def2/J DEFGRID3
* xyz 0 1
C 14.72 21.79 5.57
O 13.57 22.20 6.26
H 15.60 22.32 5.95
H 14.94 20.73 5.75
H 14.73 22.01 4.49
H 12.90 21.52 6.23
C 22.35 18.23 5.61
O 22.16 17.39 6.75
H 21.44 18.20 5.02
H 22.50 19.27 5.94
H 23.20 17.94 5.00
H 23.00 17.32 7.22
C 15.63 21.64 1.55
O 14.34 21.12 1.23
H 16.01 21.12 2.42
H 16.37 21.48 0.75
H 15.60 22.71 1.76
H 14.01 21.57 0.44
C 17.80 14.29 2.81
O 17.34 13.94 4.09
H 17.11 13.90 2.05
H 17.72 15.38 2.69
H 18.82 14.00 2.57
H 17.26 12.97 4.16
C 21.03 20.75 2.10
O 21.49 19.84 3.09
H 20.47 20.17 1.37
H 20.38 21.51 2.55
H 21.84 21.28 1.61
H 22.26 20.22 3.52
C 15.82 14.49 9.39
O 16.79 13.57 8.92
H 15.68 14.29 10.45
H 16.11 15.53 9.23
H 14.86 14.35 8.87
H 17.10 13.89 8.06
C 18.69 15.31 11.71
O 18.67 16.53 12.41
H 18.47 14.46 12.37
H 17.99 15.33 10.87
H 19.68 15.09 11.27
H 19.59 16.90 12.36
C 16.76 18.08 1.21
O 15.38 18.37 1.43
H 16.91 17.03 1.49
H 17.09 18.14 0.17
H 17.36 18.68 1.91
H 15.22 19.29 1.20
C 19.28 22.06 7.63
O 19.84 23.38 7.52
H 19.65 21.37 6.86
H 19.51 21.67 8.62
H 18.19 22.12 7.52
H 19.30 23.89 6.92
C 13.37 9.81 2.79
O 14.21 10.20 3.84
C 14.54 11.59 3.79
C 15.32 11.90 5.05
N 16.61 11.20 4.98
C 17.35 11.38 6.24
C 18.57 10.51 6.22
O 18.23 9.16 6.19
C 19.28 8.38 5.70
H 12.40 10.31 2.80
H 13.23 8.73 2.86
H 13.88 9.99 1.83
H 13.62 12.16 3.68
H 15.18 11.69 2.90
H 14.69 11.57 5.88
H 15.42 12.99 5.08
H 16.35 10.21 4.97
H 16.69 11.21 7.10
H 17.73 12.40 6.35
H 19.28 10.77 7.01
H 19.08 10.76 5.27
H 20.23 8.54 6.22
H 19.43 8.58 4.62
H 19.02 7.33 5.82
C 20.58 17.90 2.74
O 21.22 16.68 2.43
C 22.29 16.40 3.30
C 22.74 14.99 3.04
N 21.67 14.09 3.30
C 21.97 12.70 3.21
C 20.72 11.85 3.13
O 20.16 12.03 1.84
C 18.93 11.32 1.65
H 19.99 17.82 3.67
H 19.87 18.14 1.95
H 21.34 18.68 2.79
H 22.07 16.63 4.35
H 23.14 17.07 3.03
H 23.61 14.73 3.65
H 23.08 15.01 1.99
H 20.85 14.34 2.76
H 22.47 12.39 4.15
H 22.70 12.38 2.45
H 19.99 12.21 3.87
H 20.93 10.78 3.24
H 18.28 11.56 2.51
H 19.15 10.25 1.66
H 18.52 11.59 0.68
C 22.96 14.32 15.54
O 23.07 14.79 14.22
C 22.16 15.87 13.97
C 22.43 16.35 12.55
N 21.38 17.30 12.16
C 21.65 17.85 10.81
C 20.60 18.88 10.48
O 20.79 20.02 11.26
C 19.61 20.76 11.33
H 23.35 15.06 16.26
H 23.47 13.37 15.67
H 21.92 14.11 15.84
H 22.42 16.66 14.70
H 21.12 15.56 14.09
H 22.38 15.45 11.93
H 23.43 16.80 12.58
H 21.39 18.09 12.80
H 21.60 17.03 10.10
H 22.64 18.34 10.85
H 19.64 18.41 10.75
H 20.65 19.09 9.41
H 19.18 20.89 10.33
H 19.82 21.76 11.70
H 18.84 20.30 11.97
C 10.52 19.00 13.46
O 11.90 19.19 13.53
C 12.59 17.99 13.72
C 14.08 18.28 13.63
N 14.55 18.24 12.26
C 15.90 18.77 12.13
C 16.33 18.75 10.70
O 15.57 19.72 10.00
C 16.06 19.98 8.71
H 10.02 19.92 13.17
H 10.09 18.74 14.44
H 10.24 18.25 12.71
H 12.33 17.25 12.95
H 12.37 17.55 14.71
H 14.69 17.65 14.28
H 14.18 19.31 14.05
H 13.92 18.78 11.68
H 16.62 18.19 12.71
H 15.92 19.82 12.48
H 16.25 17.72 10.33
H 17.40 18.99 10.62
H 17.12 20.29 8.72
H 15.47 20.79 8.28
H 16.00 19.08 8.08
C 11.68 13.57 5.18
C 12.17 14.43 6.34
C 12.66 15.77 5.85
O 13.71 15.54 4.94
C 14.36 16.74 4.56
N 11.19 14.61 7.42
H 10.64 13.82 4.94
H 11.65 12.51 5.46
H 12.28 13.62 4.27
H 13.05 13.92 6.76
H 12.98 16.41 6.68
H 11.85 16.30 5.32
H 13.65 17.50 4.20
H 15.03 16.47 3.75
H 14.90 17.20 5.39
H 10.65 13.75 7.50
H 10.49 15.29 7.11
C 23.16 13.89 6.88
C 21.62 13.83 6.99
C 21.12 14.14 8.38
O 21.61 13.29 9.35
C 21.02 12.00 9.38
N 20.96 14.71 6.01
H 23.49 13.78 5.85
H 23.61 13.12 7.51
H 23.53 14.85 7.26
H 21.30 12.82 6.71
H 20.02 14.28 8.37
H 21.45 15.15 8.67
H 21.29 11.41 8.50
H 19.92 12.07 9.41
H 21.31 11.53 10.32
H 21.25 14.49 5.06
H 21.24 15.69 6.16
C 18.65 17.03 7.98
C 17.79 16.58 6.83
C 18.06 17.43 5.61
O 17.45 18.70 5.88
C 17.73 19.71 4.94
N 18.04 15.15 6.65
H 19.71 16.80 7.82
H 18.44 16.46 8.90
H 18.49 18.08 8.25
H 16.74 16.70 7.11
H 17.65 17.03 4.67
H 19.15 17.57 5.47
H 17.23 20.59 5.33
H 17.35 19.47 3.94
H 18.82 19.88 4.94
H 17.58 14.71 5.86
H 19.05 14.98 6.52
*
```

---

Entry 2:
ORCA calculation (wB97M-V/def2-TZVPD) on a molecular structure, C45H27AuI4N4O.

Results
* lowest unoccupied orbital energy (spin up / spin down): -1.897 / -2.063 eV
* frontier orbital gap (spin up / spin down): 4.72 / 4.53 eV

```
! wB97M-V def2-TZVPD RIJCOSX def2/J DEFGRID3
* xyz 0 1
Au -0.35 0.05 0.96
I 8.34 -1.56 -1.70
C 6.50 -1.32 -0.68
C 6.48 -1.31 0.70
C 5.27 -1.17 1.37
C 4.08 -1.06 0.66
C 4.13 -1.08 -0.74
C 5.33 -1.20 -1.41
C 2.73 -0.92 1.22
C 1.79 -1.87 0.79
C 2.05 -3.21 0.40
C 0.84 -3.82 0.23
C -0.16 -2.85 0.48
C -1.58 -2.94 0.27
C -2.33 -4.07 0.72
C -3.74 -4.10 0.61
C -4.48 -5.14 1.12
C -3.84 -6.17 1.80
I -4.98 -7.78 2.56
C -2.47 -6.13 2.00
C -1.73 -5.10 1.47
C -2.18 -1.82 -0.39
N -1.83 -0.54 -0.14
C -2.55 0.29 -0.96
C -2.57 1.68 -0.83
C -3.22 2.50 -1.87
C -4.59 2.49 -2.10
C -5.14 3.30 -3.08
C -4.31 4.10 -3.84
I -5.15 5.36 -5.32
C -2.94 4.11 -3.64
C -2.40 3.31 -2.65
C -2.06 2.33 0.30
C -2.48 3.58 0.82
C -1.89 3.73 2.04
C -1.05 2.59 2.25
N -1.20 1.75 1.20
C -0.08 2.44 3.26
C 1.03 1.58 3.10
C 2.31 1.67 3.71
C 3.14 0.83 3.02
C 2.36 0.14 2.06
N 1.08 0.60 2.15
C -0.27 3.28 4.46
C -1.51 3.24 5.08
C -1.78 4.00 6.20
C -0.79 4.82 6.71
I -1.19 6.04 8.39
C 0.46 4.87 6.11
C 0.71 4.12 4.98
C -3.35 -0.52 -1.81
C -3.15 -1.82 -1.43
N 0.44 -1.70 0.84
H 7.40 -1.42 1.25
H 5.26 -1.21 2.45
H 3.21 -0.97 -1.30
H 5.35 -1.23 -2.49
H 3.02 -3.66 0.30
H 0.66 -4.82 -0.11
H -4.27 -3.29 0.14
H -5.55 -5.14 1.01
H -1.98 -6.89 2.59
H -0.67 -5.08 1.66
H -5.23 1.88 -1.48
H -6.20 3.30 -3.24
H -2.30 4.73 -4.24
H -1.33 3.31 -2.48
H -3.18 4.23 0.33
H -2.00 4.54 2.73
H 2.57 2.28 4.55
H 4.18 0.68 3.22
H -2.28 2.58 4.70
H -2.76 3.96 6.66
H 1.23 5.51 6.52
H 1.65 4.22 4.48
H -4.02 -0.15 -2.56
H -3.58 -2.69 -1.88
C 1.26 1.84 -1.19
O 1.00 0.54 -0.88
H 1.82 1.87 -2.14
H 1.86 2.36 -0.42
H 0.33 2.42 -1.37
*
```

---

Entry 3:
ORCA calculation (wB97M-V/def2-TZVPD) on a molecular structure, C45H31Cl2F10IN5O2PSY.

Results
* lowest unoccupied orbital energy: 1.971 eV
* frontier orbital gap: 6.70 eV

```
! wB97M-V def2-TZVPD RIJCOSX def2/J DEFGRID3
* xyz -1 1
Y 0.08 -1.07 -0.26
C -0.76 -4.49 -0.29
N -1.11 -3.27 -1.02
C -0.83 -3.41 -2.45
C 0.66 -3.52 -2.67
N 1.31 -2.45 -1.95
C 2.66 -2.36 -2.15
C 3.26 -1.11 -1.94
F 2.43 -0.09 -1.63
C 4.60 -0.84 -2.02
F 5.06 0.40 -1.78
C 5.48 -1.85 -2.38
F 6.80 -1.62 -2.47
C 4.95 -3.09 -2.64
F 5.77 -4.10 -2.97
C 3.59 -3.34 -2.53
F 3.21 -4.62 -2.74
C -2.51 -2.92 -0.84
C -2.85 -2.73 0.62
N -1.72 -2.11 1.30
C -1.87 -2.05 2.66
C -3.04 -2.25 3.43
F -4.25 -2.50 2.86
C -3.08 -2.15 4.81
F -4.24 -2.36 5.45
C -1.97 -1.81 5.54
F -2.00 -1.70 6.88
C -0.80 -1.58 4.84
F 0.32 -1.23 5.49
C -0.77 -1.71 3.47
F 0.40 -1.44 2.86
H -1.36 -5.33 -0.66
H -0.93 -4.34 0.77
H 0.29 -4.72 -0.46
H -1.20 -2.52 -2.95
H -1.35 -4.29 -2.86
H 0.83 -3.45 -3.75
H 1.00 -4.52 -2.38
H -3.16 -3.69 -1.28
H -2.68 -2.00 -1.40
H -3.12 -3.70 1.06
H -3.77 -2.14 0.66
O -0.17 -0.86 -4.23
C -0.44 -0.05 -3.36
O -0.91 -0.32 -2.17
C -0.25 1.43 -3.63
C -0.03 1.78 -4.96
C 0.13 3.11 -5.33
C 0.08 4.10 -4.36
C -0.12 3.75 -3.04
C -0.29 2.43 -2.65
P -0.65 2.00 -0.89
C -2.47 2.25 -0.93
C -3.03 3.52 -0.96
C -4.41 3.70 -1.01
C -5.25 2.59 -1.04
C -4.70 1.32 -1.04
C -3.32 1.15 -0.98
C -0.03 3.42 0.06
C -0.74 3.94 1.15
C -0.16 4.86 2.01
C 1.15 5.27 1.81
C 1.88 4.75 0.74
C 1.30 3.83 -0.11
H 0.01 0.98 -5.68
H 0.29 3.37 -6.37
H 0.20 5.14 -4.64
H -0.15 4.54 -2.29
H -2.39 4.39 -0.94
H -4.82 4.70 -1.02
H -6.32 2.72 -1.08
H -5.34 0.45 -1.07
H -2.91 0.15 -0.99
H -1.75 3.60 1.33
H -0.73 5.24 2.84
H 1.60 5.99 2.48
H 2.91 5.05 0.59
H 1.90 3.40 -0.91
Cl 2.22 -2.66 0.97
C 3.52 -1.58 1.49
C 4.72 -2.21 1.78
C 5.80 -1.44 2.17
C 5.64 -0.06 2.26
C 4.43 0.52 1.96
Cl 4.32 2.26 2.11
C 3.30 -0.20 1.54
S 1.81 0.60 1.10
H 4.79 -3.28 1.68
H 6.75 -1.90 2.39
H 6.46 0.57 2.57
I -4.34 1.80 4.73
C -2.69 1.46 3.57
C -1.37 1.68 3.90
N -0.65 1.26 2.86
N -1.40 0.78 1.86
C -2.65 0.91 2.28
H -0.90 2.07 4.79
H 0.36 1.23 2.72
H -3.48 0.57 1.67
*
```

---

Entry 4:
ORCA calculation (wB97M-V/def2-TZVPD) on a molecular structure, C45H31F5NO2OsP2S2.

Results
* lowest unoccupied orbital energy (spin up / spin down): -8.474 / -11.163 eV
* frontier orbital gap (spin up / spin down): 7.31 / 5.39 eV

```
! wB97M-V def2-TZVPD RIJCOSX def2/J DEFGRID3
* xyz 3 5
Os -0.07 -0.56 0.67
O 0.08 2.95 2.16
S 0.50 2.31 0.94
C -0.24 3.29 -0.42
C 0.19 4.54 -0.80
C -0.61 5.31 -1.63
C -1.83 4.82 -2.08
C -2.24 3.55 -1.74
C -1.43 2.77 -0.91
P -1.93 1.08 -0.47
C -1.35 0.01 -1.84
C -0.34 0.43 -2.71
C 0.09 -0.42 -3.71
C -0.45 -1.69 -3.84
C -1.45 -2.12 -2.97
C -1.89 -1.27 -1.96
C -3.73 1.22 -0.46
C -4.25 2.11 0.49
C -5.60 2.38 0.52
C -6.45 1.74 -0.38
C -5.94 0.87 -1.33
C -4.58 0.58 -1.37
C 2.25 2.61 0.61
C 2.87 3.84 0.80
C 4.15 4.01 0.30
C 4.80 2.97 -0.35
C 4.22 1.71 -0.43
C 2.93 1.53 0.07
P 2.25 -0.13 0.45
C 2.79 -0.24 2.19
C 4.13 -0.11 2.53
C 4.52 -0.22 3.86
C 3.57 -0.45 4.85
C 2.23 -0.55 4.52
C 1.84 -0.44 3.20
C 3.33 -1.23 -0.50
C 4.26 -2.09 0.09
C 5.10 -2.83 -0.72
C 5.00 -2.75 -2.10
C 4.04 -1.93 -2.69
C 3.20 -1.17 -1.89
H 1.12 4.94 -0.43
H -0.28 6.30 -1.91
H -2.46 5.44 -2.71
H -3.19 3.17 -2.10
H 0.07 1.43 -2.64
H 0.84 -0.09 -4.41
H -0.11 -2.35 -4.62
H -1.88 -3.10 -3.08
H -2.69 -1.59 -1.30
H -3.58 2.59 1.20
H -6.00 3.07 1.25
H -7.51 1.93 -0.34
H -6.60 0.42 -2.06
H -4.19 -0.07 -2.14
H 2.37 4.62 1.34
H 4.64 4.97 0.41
H 5.79 3.12 -0.75
H 4.77 0.89 -0.86
H 4.88 0.08 1.77
H 5.57 -0.12 4.12
H 3.88 -0.54 5.88
H 1.50 -0.70 5.30
H 0.77 -0.48 2.93
H 4.34 -2.15 1.16
H 5.85 -3.46 -0.28
H 5.67 -3.31 -2.72
H 3.96 -1.89 -3.76
H 2.47 -0.51 -2.33
S 1.20 -4.88 -0.16
C 0.97 -4.62 1.52
C 0.65 -3.32 1.76
N 0.59 -2.55 0.64
C 0.86 -3.25 -0.45
H 1.08 -5.41 2.23
H 0.46 -2.91 2.73
H 0.84 -2.83 -1.44
F -6.55 -3.83 1.13
C -5.42 -3.17 1.22
C -4.23 -3.75 0.76
F -4.22 -4.97 0.27
C -3.05 -3.02 0.80
F -1.91 -3.52 0.30
C -2.99 -1.71 1.34
O -1.92 -0.98 1.31
C -4.21 -1.18 1.85
F -4.16 0.03 2.38
C -5.40 -1.87 1.76
F -6.52 -1.30 2.16
*
```